Version a
A 2-piece molecular cluster, C9H14 overall, computed with wB97M-V/def2-TZVPD.

Bonds (Å) are listed after each position.
Element x y z (Å)
1 C -0.616 -2.735 1.425  C6 1.447, C9 1.440, H21 1.101
2 C -1.900 -0.880 0.417  C9 1.404, C11 1.373, H13 1.115
3 H 1.578 3.111 -0.451  C10 1.064
4 H 0.719 2.976 -1.880  C10 1.067
5 H -1.247 3.538 -0.856  C7 1.143
6 C 0.471 -2.392 0.534  C1 1.447, C12 1.607, C23 1.338
7 C -0.369 4.223 -0.593  H5 1.143, C10 1.555, H15 1.044, H18 1.049
8 H 2.625 -3.086 -0.262  C12 1.212
9 C -1.869 -2.089 1.130  C1 1.440, C2 1.404, H20 1.100
10 C 0.988 3.683 -1.127  H3 1.064, H4 1.067, C7 1.555, H22 1.117
11 C -0.835 -0.584 -0.398  C2 1.373, H16 1.124, C23 1.414
12 C 1.770 -3.337 0.560  C6 1.607, H8 1.212, H14 1.100, H17 1.036
13 H -2.678 -0.120 0.664  C2 1.115
14 H 1.588 -4.402 0.352  C12 1.100
15 H -0.330 4.192 0.450  C7 1.044
16 H -0.975 0.299 -1.079  C11 1.124
17 H 2.170 -3.345 1.516  C12 1.036
18 H -0.662 5.141 -1.008  C7 1.049
19 H 1.097 -1.171 -1.033  C23 1.060
20 H -2.772 -2.486 1.617  C9 1.100
21 H -0.569 -3.706 1.941  C1 1.101
22 H 1.500 4.576 -1.560  C10 1.117
23 C 0.314 -1.408 -0.359  C6 1.338, C11 1.414, H19 1.060

Output
Structure (SMILES) ... Cc1ccccc1.CC
HOMO-LUMO gap ... 0.3686 hartree
E_HOMO ... -9.07 eV

Atomic partial charges in e from the Löwdin method, atoms 1 to 4:
1. C -0.024
2. C -0.127
3. H 0.046
4. H 0.037

***

Version b
A 2-piece molecular cluster, C9H14 overall, computed with wB97M-V/def2-TZVPD.

Bonds (Å) are listed after each position.
Element x y z (Å)
1 C -0.531 -0.341 -1.184  H9 1.187, C12 1.397, C15 1.354
2 C 1.910 0.816 -0.782  C4 1.365, C16 1.420, H20 1.109
3 H -2.900 -0.697 0.971  C11 1.104
4 C 0.821 1.373 -0.176  C2 1.365, C6 1.581, C12 1.420
5 H -0.748 -2.492 2.166  C8 1.033
6 C 0.863 2.486 0.946  C4 1.581, H7 1.113, H17 1.111, H18 1.094
7 H 1.184 3.403 0.404  C6 1.113
8 C -1.321 -1.633 2.138  H5 1.033, C11 1.535, H21 1.088, H22 1.251
9 H -1.631 -0.571 -1.566  C1 1.187
10 H -2.336 -2.324 0.417  C11 1.058
11 C -2.569 -1.713 1.248  H3 1.104, C8 1.535, H10 1.058, H23 1.165
12 C -0.457 0.779 -0.351  C1 1.397, C4 1.420, H13 1.082
13 H -1.377 1.085 0.127  C12 1.082
14 H 2.800 -0.942 -1.649  C16 1.124
15 C 0.534 -0.931 -1.776  C1 1.354, C16 1.417, H19 1.084
16 C 1.816 -0.460 -1.397  C2 1.420, H14 1.124, C15 1.417
17 H -0.158 2.565 1.379  C6 1.111
18 H 1.533 2.197 1.760  C6 1.094
19 H 0.405 -1.816 -2.389  C15 1.084
20 H 2.792 1.489 -0.786  C2 1.109
21 H -0.664 -0.772 2.036  C8 1.088
22 H -1.790 -1.351 3.263  C8 1.251
23 H -3.499 -2.028 1.876  C11 1.165

Output
Structure (SMILES) ... Cc1ccccc1.CC
HOMO-LUMO gap ... 0.3677 hartree
E_HOMO ... -9.00 eV

Atomic partial charges in e from the Löwdin method, atoms 1 to 4:
1. C -0.147
2. C -0.080
3. H 0.051
4. C -0.273

***

Version c
A 2-piece molecular cluster, C9H14 overall, computed with wB97M-V/def2-TZVPD.

Bonds (Å) are listed after each position.
Element x y z (Å)
1 H 0.075 -1.009 2.201  C22 1.088
2 H -1.117 3.550 -1.321  C19 1.085
3 H 1.893 -3.205 -0.347  C9 1.083
4 H -1.564 4.089 1.111  C23 1.075
5 H -0.241 -0.478 -0.339  C7 1.079
6 C 1.267 -1.803 -1.902  H8 1.098, C9 1.532, H14 1.092, H20 1.083
7 C -0.483 0.491 0.068  H5 1.079, C10 1.385, C13 1.416
8 H 1.993 -1.019 -1.645  C6 1.098
9 C 1.863 -3.132 -1.428  H3 1.083, C6 1.532, H11 1.101, H15 1.089
10 C -0.843 0.783 1.373  C7 1.385, C21 1.389, C22 1.522
11 H 2.889 -3.224 -1.814  C9 1.101
12 H -0.360 0.199 3.378  C22 1.087
13 C -0.647 1.500 -0.912  C7 1.416, H17 1.085, C19 1.376
14 H 0.520 -1.481 -1.174  C6 1.092
15 H 1.406 -3.954 -1.976  C9 1.089
16 H -1.535 2.335 2.702  C21 1.089
17 H -0.228 1.220 -1.873  C13 1.085
18 H -1.678 -0.734 2.493  C22 1.093
19 C -1.015 2.780 -0.563  H2 1.085, C13 1.376, C23 1.400
20 H 0.998 -1.820 -2.950  C6 1.083
21 C -1.185 2.089 1.700  C10 1.389, H16 1.089, C23 1.384
22 C -0.686 -0.276 2.456  H1 1.088, C10 1.522, H12 1.087, H18 1.093
23 C -1.321 3.100 0.765  H4 1.075, C19 1.400, C21 1.384

Output
Structure (SMILES) ... Cc1ccccc1.CC
HOMO-LUMO gap ... 0.3709 hartree
E_HOMO ... -9.07 eV

Atomic partial charges in e from the Löwdin method, atoms 1 to 4:
1. H 0.071
2. H 0.098
3. H 0.061
4. H 0.098

***

Relative to the most stable one, in hartree, the structures come out at version a 0.0317; version b 0.0358; version c 0.0000.

***

Version a
A 2-piece molecular cluster, C3H9S2 overall, computed with wB97M-V/def2-TZVPD.

Bonds (Å) are listed after each position.
Element x y z (Å)
1 H -0.076 1.564 -0.667  C8 1.089
2 S 0.419 -1.630 1.793  C6 1.803, C13 1.873
3 S -2.056 2.224 -2.023  C8 1.804
4 H 0.324 1.715 -2.350  C8 1.093
5 H 2.576 -0.508 1.721  C13 1.080
6 C -0.999 -1.125 0.798  S2 1.803, H7 1.082, H9 1.093, H11 1.091
7 H -0.714 -1.164 -0.245  C6 1.082
8 C -0.479 1.423 -1.669  H1 1.089, S3 1.804, H4 1.093, H10 1.101
9 H -1.553 -0.190 0.910  C6 1.093
10 H -0.519 0.323 -1.697  C8 1.101
11 H -1.600 -2.025 0.928  C6 1.091
12 H 1.152 0.542 1.218  C13 1.074
13 C 1.670 -0.396 1.145  S2 1.873, H5 1.080, H12 1.074, H14 1.086
14 H 1.855 -0.752 0.136  C13 1.086

Output
Total charge ... -1
HOMO-LUMO gap ... 0.1901 hartree
E_HOMO ... -2.21 eV

Atomic partial charges in e from the Löwdin method, atoms 1 to 4:
1. H -0.036
2. S 0.676
3. S -0.048
4. H -0.019

***

Version b
A 2-piece molecular cluster, C3H9S2 overall, computed with wB97M-V/def2-TZVPD.

Bonds (Å) are listed after each position.
Element x y z (Å)
1 H 0.082 -3.040 3.650  C10 1.115
2 H 1.010 2.228 -1.300  C3 1.098
3 C 0.230 1.622 -0.821  H2 1.098, H7 1.120, S8 1.856, H9 1.109
4 H 1.854 -2.638 3.257  C10 1.145
5 C -1.063 0.762 -2.985  H6 1.032, S8 1.804, H11 1.008, H12 1.094
6 H -0.855 -0.219 -2.745  C5 1.032
7 H 0.222 1.884 0.268  C3 1.120
8 S -1.271 2.107 -1.799  C3 1.856, C5 1.804
9 H 0.142 0.517 -0.846  C3 1.109
10 C 0.786 -2.233 3.341  H1 1.115, H4 1.145, S13 1.888, H14 1.098
11 H -0.259 0.937 -3.566  C5 1.008
12 H -1.876 0.886 -3.707  C5 1.094
13 S 0.616 -1.061 4.812  C10 1.888
14 H 0.382 -1.753 2.440  C10 1.098

Output
Total charge ... -1
HOMO-LUMO gap ... 0.1716 hartree
E_HOMO ... -1.97 eV

Atomic partial charges in e from the Löwdin method, atoms 1 to 4:
1. H -0.043
2. H 0.023
3. C -0.390
4. H -0.007

***

Version c
A 2-piece molecular cluster, C3H9S2 overall, computed with wB97M-V/def2-TZVPD.

Bonds (Å) are listed after each position.
Element x y z (Å)
1 H 2.341 2.048 0.523  C11 1.086
2 H -1.602 -1.229 -1.126  C12 1.088
3 S 1.767 0.054 -0.868  C7 1.803, C11 1.801
4 H 1.486 2.392 -1.009  C11 1.093
5 H -2.645 0.209 -1.229  C12 1.100
6 H 1.920 -1.762 0.741  C7 1.071
7 C 1.270 -0.930 0.559  S3 1.803, H6 1.071, H8 1.077, H14 1.088
8 H 1.212 -0.338 1.457  C7 1.077
9 S -2.378 -0.407 1.081  C12 1.817
10 H -1.057 0.471 -0.741  C12 1.094
11 C 1.577 1.702 -0.167  H1 1.086, S3 1.801, H4 1.093, H13 1.092
12 C -1.847 -0.280 -0.651  H2 1.088, H5 1.100, S9 1.817, H10 1.094
13 H 0.575 1.733 0.266  C11 1.092
14 H 0.276 -1.337 0.381  C7 1.088

Output
Total charge ... -1
HOMO-LUMO gap ... 0.1961 hartree
E_HOMO ... -2.14 eV

Atomic partial charges in e from the Löwdin method, atoms 1 to 4:
1. H 0.027
2. H -0.010
3. S 0.694
4. H 0.021

***

Relative to the most stable one, in hartree, the structures come out at version a 0.0069; version b 0.0372; version c 0.0000.